No. 1
# C24H67ClN4O4SiTa

A molecular structure, C24H67ClN4O4SiTa in a non-equilibrium geometry (ωB97M-V/def2-TZVPD, the OMol25 dataset).

Geometry as XYZ:
```
102
Properties=species:S:1:pos:R:3:forces:R:3:mulliken_charge:R:1
C -4.67037 -0.77158 1.94008 0.0 0.0 0.2 -1.39
C -4.57934 -1.43724 0.55648 0.0 -0.1 -0.1 -0.12
C -3.15473 -1.81758 0.11890 -0.2 0.1 0.0 -0.22
C -2.56762 -3.13466 0.70533 0.8 0.1 0.3 0.07
C -3.41305 -3.80643 1.80912 -0.1 -0.1 -0.1 -1.58
Ta -2.06137 -4.60447 -0.92223 -1.4 -0.4 0.1 0.66
Cl -3.68994 -6.32401 -0.67186 -0.1 -0.1 -0.1 -0.54
Si 0.02190 -3.10909 -1.64967 -0.5 -0.4 0.0 0.79
C 1.63976 -3.52994 -0.75661 0.3 0.1 0.0 -1.19
C 0.39589 -3.35256 -3.49768 0.1 0.1 -0.3 -0.81
C -0.19462 -1.22746 -1.47850 0.0 0.2 0.0 -0.50
H -5.22822 0.16918 1.90997 0.0 -0.1 0.0 0.37
H -3.67510 -0.54374 2.33679 -0.1 0.0 -0.1 0.31
H -5.16024 -1.41130 2.67973 0.0 0.0 -0.1 0.34
H -4.99312 -0.76578 -0.20252 0.0 0.0 0.1 0.54
H -5.21851 -2.32599 0.53244 0.0 0.1 -0.1 -0.16
H -2.48940 -0.98981 0.39194 -0.1 0.0 -0.1 0.29
H -3.15461 -1.83172 -0.97723 0.0 -0.1 0.1 0.08
H -1.61640 -2.87665 1.18529 -0.1 0.0 0.0 0.02
H -2.95883 -4.75031 2.12835 0.0 0.1 0.0 0.43
H -4.42281 -4.06044 1.46530 0.1 0.0 0.1 0.20
H -3.50891 -3.17396 2.70186 0.0 0.0 -0.1 0.34
H -0.73772 -5.09064 0.23893 0.1 0.3 -0.4 -0.26
H -0.97488 -5.63935 -2.01186 0.2 0.3 0.4 -0.12
H -2.69861 -3.63962 -2.37850 0.6 0.0 0.1 -0.33
H 2.47160 -2.89176 -1.08947 0.0 -0.1 0.0 0.34
H 1.53800 -3.41879 0.32743 0.0 0.0 -0.1 0.27
H 1.90212 -4.57380 -0.95726 0.0 0.1 0.0 0.29
H 0.95239 -2.50656 -3.92802 0.1 -0.1 0.1 0.02
H 0.97294 -4.26858 -3.66434 0.0 0.1 0.0 0.30
H -0.53323 -3.44761 -4.06722 0.0 0.0 0.1 0.25
H -0.29028 -0.89999 -0.43784 0.1 -0.1 0.0 0.25
H 0.64927 -0.69324 -1.93626 0.0 0.0 0.1 -0.14
H -1.10101 -0.90439 -2.00141 0.1 0.0 0.0 0.26
C -9.01370 -6.31112 -1.23128 0.0 0.0 0.0 -1.46
C -8.54282 -5.26225 -0.22853 0.0 0.1 -0.1 0.34
C -8.27450 -3.88212 -0.85011 0.0 0.0 0.0 -0.77
O -7.05302 -3.77078 -1.54356 0.0 0.0 0.1 -0.22
C -7.03362 -4.23759 -2.87347 -0.1 0.0 -0.1 -0.72
N -7.39425 -5.79113 0.49401 0.1 0.0 0.1 -0.67
H -8.18197 -6.65093 -1.84979 0.0 0.0 0.0 0.27
H -9.40351 -7.17908 -0.70017 0.0 0.0 0.0 0.37
H -9.79374 -5.91907 -1.88693 0.0 0.0 0.0 0.35
H -9.35070 -5.10283 0.49647 0.0 0.0 0.0 0.42
H -8.20293 -3.15016 -0.04131 0.0 0.0 0.0 0.31
H -9.11490 -3.59144 -1.49908 0.0 0.0 0.0 0.45
H -7.98570 -4.02771 -3.37803 0.0 0.0 0.0 0.34
H -6.83613 -5.31115 -2.93882 0.0 0.0 0.0 0.22
H -6.23029 -3.71015 -3.38514 0.0 0.0 0.0 0.23
H -7.10753 -5.14976 1.22652 0.0 0.0 0.0 0.29
H -6.59926 -5.82886 -0.14041 0.0 -0.1 0.0 0.24
C 2.66183 2.29372 -3.23080 0.0 0.0 0.0 -1.61
C 2.82274 0.95574 -3.94076 -0.1 0.0 0.0 1.01
C 4.14445 0.79860 -4.69936 0.1 0.0 0.1 -1.00
O 4.21670 1.50902 -5.92601 0.0 0.0 0.0 -0.39
C 4.60650 2.85867 -5.82317 0.1 0.0 0.1 -0.64
N 1.65801 0.72822 -4.79954 0.2 0.0 0.0 -0.72
H 2.44022 3.09275 -3.94155 0.0 0.0 0.0 0.25
H 1.83414 2.23553 -2.52559 0.0 0.0 0.0 0.36
H 3.55925 2.56464 -2.67119 0.0 0.0 0.0 0.34
H 2.81952 0.17508 -3.17199 0.0 0.0 0.0 0.22
H 4.26978 -0.25317 -4.96449 0.0 0.0 0.0 0.39
H 4.98814 1.08893 -4.05723 0.0 0.0 0.0 0.43
H 5.35741 2.99487 -5.03544 0.0 0.0 0.0 0.29
H 3.76822 3.52693 -5.60681 0.0 0.0 0.0 0.23
H 5.04384 3.14406 -6.77985 0.0 0.0 0.0 0.26
H 1.69466 -0.21513 -5.17360 -0.1 0.0 0.1 0.28
H 1.75274 1.34142 -5.60459 -0.1 0.0 0.0 0.29
C 3.06042 5.77566 2.11308 0.0 0.0 0.0 -1.41
C 2.09491 5.52653 0.96236 0.0 0.1 -0.1 0.52
C 1.78369 4.04689 0.71999 0.0 0.0 0.0 -0.84
O 2.83903 3.32757 0.11190 0.1 0.1 0.0 -0.18
C 3.79884 2.78027 0.98792 -0.1 -0.1 0.1 -0.91
N 2.60286 6.20185 -0.23355 0.0 0.0 0.0 -0.78
H 4.08271 5.51101 1.84015 0.0 0.0 0.0 0.24
H 3.05680 6.83163 2.38265 0.0 0.0 0.0 0.42
H 2.78389 5.19209 2.99414 0.0 0.0 0.0 0.22
H 1.13549 5.99542 1.20937 0.0 0.0 0.1 0.38
H 0.94430 3.98169 0.02362 0.0 0.0 0.0 0.37
H 1.48391 3.55266 1.65364 0.0 0.0 0.0 0.37
H 3.32802 2.44378 1.91944 0.0 0.0 0.0 0.33
H 4.59689 3.48638 1.23855 0.0 0.0 0.0 0.32
H 4.23522 1.91554 0.48855 0.0 0.0 0.0 0.33
H 1.91562 6.14870 -0.97813 0.0 0.0 0.0 0.29
H 3.40776 5.68349 -0.57344 0.0 0.0 0.0 0.32
C 5.06348 3.52141 6.89600 0.0 0.0 0.0 -1.50
C 5.56246 3.06135 5.53113 0.0 -0.1 0.0 0.36
C 6.51866 4.04938 4.85481 0.0 0.0 0.0 -0.74
O 5.89235 5.19814 4.31543 0.0 -0.1 -0.1 -0.27
C 5.67279 6.26488 5.21106 0.1 0.0 0.0 -0.75
N 4.41503 2.71551 4.69697 0.0 0.0 -0.1 -0.66
H 4.31546 4.30852 6.78984 0.0 0.0 0.0 0.26
H 4.59039 2.68852 7.41421 0.0 0.0 0.0 0.37
H 5.87893 3.90243 7.51345 0.0 0.0 0.0 0.37
H 6.13989 2.14091 5.67507 0.0 0.0 0.0 0.43
H 6.98705 3.54804 4.00459 0.0 0.0 0.0 0.33
H 7.31390 4.35101 5.55084 0.0 0.0 0.0 0.43
H 6.49088 6.34655 5.93644 0.0 0.0 0.0 0.37
H 4.73439 6.16639 5.76342 0.0 0.0 0.0 0.25
H 5.63262 7.17847 4.61907 0.0 0.0 0.0 0.25
H 4.72320 2.27257 3.83840 0.0 0.0 0.0 0.29
H 3.94757 3.57089 4.41119 0.0 0.0 0.0 0.24
```
Forces are in eV/Å.

For the highest occupied orbital energy, the calculation gives -0.1503 hartree. The charge is -1. Its electronic energy is -62074.2219 eV. The molecular weight comes out at 720.31 g mol⁻¹.

No. 2
# C4H32NO16

14 unconnected molecules or ions with the total composition C4H32NO16 in a non-equilibrium geometry (ωB97M-V/def2-TZVPD, the OMol25 dataset).

Geometry as XYZ:
```
53
Properties=species:S:1:pos:R:3:forces:R:3:nbo_charge:R:1
O -1.93371 -0.58987 -1.58334 0.3 -0.2 1.3 -0.58
C -1.77744 0.38570 -0.87600 -1.3 0.4 -1.8 0.46
C -1.22845 1.65510 -1.51080 -1.1 2.0 0.8 -0.14
C -1.61328 1.94284 -2.98822 0.2 -0.4 0.3 -0.61
N 0.18224 1.84339 -1.25671 -0.5 -0.2 -1.1 -0.66
C 0.64149 2.01911 0.04320 -0.9 -0.7 -0.4 0.91
O -0.18650 1.59259 0.90671 0.9 -0.1 -0.7 -0.85
O 1.77722 2.51559 0.19073 -0.2 0.2 0.3 -0.82
H -2.29935 0.48614 0.08548 0.4 -0.1 0.3 0.15
H -1.82113 2.49766 -1.05098 0.6 -0.8 0.6 0.19
H -0.78879 1.68488 -3.65731 -0.3 -0.1 -0.2 0.20
H -2.56541 1.49766 -3.28264 0.4 -0.7 0.0 0.23
H -1.86325 2.99799 -3.08784 0.6 0.2 0.1 0.21
H 0.62903 2.28012 -2.04250 0.6 0.3 0.3 0.39
H 1.05626 3.51997 1.86268 0.1 -1.6 -0.4 0.49
H 0.26710 2.56566 2.97728 0.2 -0.4 -1.1 0.49
O 0.69996 3.37513 2.73106 0.1 2.3 2.2 -0.99
H 2.93019 -0.44219 -0.87643 -0.1 0.5 0.2 0.48
H 4.07282 0.66212 -0.91293 -0.4 -0.5 0.5 0.51
O 3.81684 -0.24785 -1.19150 0.1 -0.2 -0.9 -1.01
H -0.09269 -0.59302 4.75746 -0.3 0.1 -0.2 0.48
H -0.95496 -1.83096 4.37628 0.3 0.3 -0.1 0.49
O -0.31288 -1.49071 5.01808 0.2 -0.2 0.5 -0.99
H 1.23177 4.28247 0.01416 -0.5 0.5 -0.1 0.49
H 0.28737 4.89681 1.02987 -0.3 0.2 0.0 0.47
O 0.52407 4.96648 0.09840 0.6 -0.3 0.0 -0.98
H -1.42743 -3.14740 -2.07487 0.1 0.0 0.0 0.50
H -0.11974 -2.51136 -1.70427 0.1 0.0 0.0 0.49
O -0.56786 -3.36716 -1.68587 -0.3 0.3 -0.5 -0.94
H -3.95223 -2.66284 0.17738 0.4 0.4 0.1 0.47
H -3.46737 -1.73341 -1.02500 0.4 0.0 0.5 0.50
O -4.03550 -2.46501 -0.75504 -0.6 -0.5 -0.6 -0.98
H -0.90608 1.27099 2.35412 -0.5 0.1 0.3 0.49
H -1.28473 -0.11677 2.45671 -0.5 -0.3 0.6 0.45
O -1.42339 0.69468 2.96494 0.5 0.0 -0.5 -0.98
H -0.65410 -3.65840 -0.06437 0.2 -0.9 0.5 0.50
H 0.14295 -2.89648 0.87007 -0.4 -1.8 -0.1 0.46
O -0.31127 -3.79706 0.86314 0.0 1.9 -0.6 -1.00
H -1.29458 -2.87896 1.97338 0.0 -0.6 0.4 0.50
H -2.29801 -3.29949 3.06785 0.0 -0.1 0.0 0.47
O -1.63397 -2.63641 2.86505 -0.4 0.4 -0.3 -1.00
H 4.38985 -1.82849 -0.66927 0.9 0.3 0.7 0.49
H 3.67162 -3.01229 -0.34935 0.3 -0.6 0.6 0.45
O 4.49885 -2.59493 -0.05883 -1.0 0.0 -1.1 -0.97
H -0.72175 -0.99125 -4.28184 -0.2 -0.2 -0.8 0.48
H -2.14074 -1.75484 -4.52359 0.5 0.2 -0.7 0.48
O -1.51888 -1.36495 -3.90956 -0.3 -0.3 0.7 -0.95
H 0.33946 -0.72021 0.83608 0.4 0.1 0.2 0.50
H 1.12124 -1.87953 1.53935 0.5 0.7 0.3 0.49
O 0.99557 -1.42715 0.69461 -0.2 0.2 -0.1 -0.95
H 4.06424 2.67372 -0.35618 -0.7 -0.1 0.7 0.49
H 3.57694 1.71550 0.82172 -0.6 0.6 -0.3 0.51
O 4.27843 1.91669 0.19945 1.8 -0.1 -0.3 -0.96
```
Forces are in eV/Å.

For the energy above the lowest of the compared OMol25 structures with the same formula, charge and spin, the calculation gives 97.6 kcal per mole. For the highest occupied orbital energy, the calculation gives -0.2575 hartree. The charge is -1. Its electronic energy is -38920.1855 eV. The molecular weight comes out at 350.29 g mol⁻¹.